Here is a structure of composition C13H10Cl5NTc at a distorted geometry from the OMol25 dataset. Energies are from ωB97M-V/def2-TZVPD.

The geometry in XYZ format:
```
30
Properties=species:S:1:pos:R:3:forces:R:3:mulliken_charge:R:1
C 1.912 -2.127 -0.907 -0.37 -1.42 -0.34 -0.689
C 0.832 -2.025 -1.845 0.36 -1.51 0.24 -0.781
C -0.390 -2.173 -1.117 -0.26 -1.50 -0.32 -0.264
C -0.072 -2.366 0.268 0.26 -0.52 -0.58 -0.647
C 1.350 -2.327 0.404 -0.18 -0.82 -0.44 0.067
Tc 0.677 -0.393 -0.457 -3.30 -0.30 3.58 -0.375
N 2.383 0.343 -0.298 1.06 1.81 -1.34 -0.473
C 2.085 0.919 -1.664 3.30 2.24 -0.49 -0.208
C 0.644 0.726 -2.090 0.23 1.10 -1.32 -0.843
H -1.366 -2.239 -1.573 0.31 0.06 0.15 0.451
H 0.909 -1.913 -2.919 0.07 0.02 0.26 0.594
H -0.776 -2.545 1.071 0.05 0.23 -0.15 0.462
H 1.908 -2.454 1.326 -0.12 0.17 -0.22 0.466
H 2.967 -2.122 -1.154 -0.27 0.26 0.11 0.446
H 0.582 0.301 -3.094 -0.18 0.11 0.25 0.257
H 2.306 2.005 -1.609 -0.16 -0.32 0.03 0.358
H 3.262 0.556 0.160 -0.42 0.05 -0.28 0.195
H 0.120 1.685 -2.039 -0.24 -0.31 0.09 0.339
H 2.808 0.545 -2.416 -0.38 -0.27 0.26 0.267
Cl 1.202 1.933 1.743 0.08 0.72 0.69 -0.192
C -0.478 1.591 1.665 -1.24 0.07 0.46 0.999
C -0.911 0.590 0.796 0.70 -0.11 -0.70 -1.093
C -2.281 0.301 0.767 0.13 1.09 1.11 1.084
Cl -2.927 -0.734 -0.436 -0.58 -0.14 -0.08 -0.240
C -3.184 0.903 1.678 1.01 0.27 -0.10 0.039
Cl -4.813 0.389 1.757 -0.31 0.00 -0.02 -0.188
C -2.734 1.938 2.526 0.92 -0.63 -0.84 0.282
Cl -3.814 2.725 3.582 -0.21 0.15 0.19 -0.181
C -1.373 2.316 2.480 -0.31 -0.69 -0.48 0.057
Cl -0.827 3.652 3.395 0.06 0.18 0.25 -0.192
```
Forces are in eV/Å.

The largest force on an atom comes out at 0.095 hartree/bohr. Its spin multiplicity is 4. The value obtained for the calculated total energy is -79939.6184 eV. As for the charge: 0. The calculation puts the energy relative to the best compared isomer or geometry (same formula, charge and spin) at 0.0 kJ/mol. The HOMO-LUMO gap (spin up / spin down) is 7.89 / 7.53 eV.

=====

Here is a cluster of 2 separate species, C5H10O in total from the OMol25 dataset. Energies are from ωB97M-V/def2-TZVPD.

The geometry in XYZ format:
```
16
Properties=species:S:1:pos:R:3:forces:R:3:mulliken_charge:R:1
C -0.409 1.177 -1.202 0.05 -0.03 0.00 -1.393
C -0.114 -0.077 -0.432 -0.75 0.26 -0.41 0.543
C -1.304 -0.880 -0.005 0.08 -0.04 -0.02 -1.223
C 1.206 -0.452 -0.241 0.52 0.02 0.56 0.166
C 1.453 -0.911 1.208 -0.27 -0.32 -0.29 -0.534
O 1.414 -1.821 0.192 0.11 -0.16 -0.09 -0.312
H 0.466 1.827 -1.301 -0.10 -0.12 0.02 0.357
H -1.219 1.757 -0.745 0.11 -0.12 -0.02 0.339
H -0.744 0.902 -2.212 0.00 0.08 0.08 0.378
H 0.423 1.496 1.543 0.07 0.18 0.19 -0.098
H -1.960 -0.297 0.655 0.12 -0.08 -0.10 0.308
H -1.023 -1.808 0.495 -0.04 0.10 -0.09 0.350
H -1.902 -1.129 -0.893 0.04 0.00 0.10 0.347
H 2.030 0.049 -0.739 -0.11 -0.18 0.02 0.374
H 1.081 1.232 1.779 -0.11 0.26 0.06 0.100
H 0.599 -1.066 1.900 0.29 0.14 0.00 0.298
```
Forces are in eV/Å.

The largest force on an atom comes out at 0.018 hartree/bohr. The value obtained for the calculated total energy is -7389.1363 eV. As for the charge: 0. The calculation puts the energy relative to the best compared isomer or geometry (same formula, charge and spin) at 543.1 kJ/mol. The HOMO-LUMO gap (spin up / spin down) is 8.39 / 7.55 eV.

=====

Here is a cluster of 2 separate species, C4H13N5 in total at a distorted geometry from the OMol25 dataset. Energies are from ωB97M-V/def2-TZVPD.

The geometry in XYZ format:
```
22
Properties=species:S:1:pos:R:3:forces:R:3:mulliken_charge:R:1
C 2.153 0.950 0.186 -0.40 0.22 -0.30 -1.021
C 1.383 -0.228 0.690 0.91 -1.37 -0.18 0.489
C 1.512 -1.481 0.187 1.25 1.17 1.33 -1.386
H 0.872 -0.088 1.636 -0.21 -0.06 -0.04 0.256
H 2.951 1.177 0.894 0.08 0.01 0.03 0.362
H 1.530 1.849 0.100 0.14 -0.17 -0.04 0.247
H 2.598 0.744 -0.791 0.00 0.06 0.12 0.291
H 1.264 -2.333 0.803 -0.49 -0.10 -0.20 0.392
H 2.229 -1.664 -0.603 -0.13 0.04 -0.31 0.321
N -0.816 0.420 -0.325 -0.55 0.01 -0.90 0.606
C -1.593 -0.739 -0.011 1.06 1.19 0.85 0.446
N -1.253 1.644 0.219 -0.35 0.39 0.58 -0.831
N -0.334 0.545 -1.651 -0.22 0.06 0.41 -0.779
N -2.481 -0.525 1.026 -0.52 0.16 -0.47 -0.459
N -1.271 -1.890 -0.414 2.52 -1.10 -0.70 -0.826
H -0.674 1.876 1.024 0.07 -0.03 -0.16 0.191
H -1.183 2.416 -0.439 0.09 -0.53 -0.19 0.292
H -1.083 0.347 -2.312 0.04 -0.15 0.09 0.261
H 0.392 -0.149 -1.793 0.05 0.04 0.08 0.241
H -2.953 0.368 1.027 0.05 -0.04 -0.03 0.246
H -3.069 -1.321 1.208 0.05 -0.12 0.02 0.274
H -0.173 -1.919 -0.662 -3.44 0.32 0.02 0.389
```
Forces are in eV/Å.

The largest force on an atom comes out at 0.067 hartree/bohr. As for the SMILES: [H]/N=C(/N)N(N)N.C=CC. The value obtained for the calculated total energy is -11806.2763 eV. As for the charge: 0. The calculation puts the energy relative to the best compared isomer or geometry (same formula, charge and spin) at 256.0 kJ/mol. The HOMO-LUMO gap is 9.11 eV.